{
  "formula": "C35H77N2O3P",
  "method": "ωB97M-V with the def2-TZVPD basis set",
  "species": ["C", "C", "C", "C", "N", "C", "C", "C", "C", "C", "H", "H", "H", "H", "H", "H", "H", "H", "H", "H", "H", "H", "H", "H", "H", "H", "H", "H", "H", "H", "C", "C", "C", "C", "N", "C", "C", "C", "C", "C", "H", "H", "H", "H", "H", "H", "H", "H", "H", "H", "H", "H", "H", "H", "H", "H", "H", "H", "H", "H", "C", "C", "C", "C", "P", "C", "C", "C", "C", "C", "C", "C", "C", "C", "C", "C", "C", "H", "H", "H", "H", "H", "H", "H", "H", "H", "H", "H", "H", "H", "H", "H", "H", "H", "H", "H", "H", "H", "H", "H", "H", "H", "H", "H", "H", "H", "H", "H", "H", "H", "H", "H", "H", "O", "C", "O", "O", "H"],
  "positions_angstrom": [[-3.30739, -6.35935, 8.54977], [-3.55449, -5.91491, 7.12355], [-4.88522, -5.16255, 6.88332], [-4.75817, -3.79153, 6.27662], [-6.04356, -2.89295, 6.40028], [-5.77970, -1.46143, 5.87470], [-6.40353, -1.32601, 4.51101], [-6.84983, -2.70995, 4.11868], [-7.15062, -3.38729, 5.46011], [-6.47787, -2.76338, 7.90159], [-2.28161, -6.72778, 8.61029], [-3.95094, -7.18551, 8.85393], [-3.35268, -5.54189, 9.27050], [-3.57385, -6.75702, 6.42945], [-2.65275, -5.37706, 6.81911], [-5.41518, -5.12389, 7.83967], [-5.57705, -5.79855, 6.32569], [-4.60980, -3.87049, 5.20154], [-3.99451, -3.22686, 6.80832], [-6.30457, -0.74037, 6.50054], [-4.73836, -1.20141, 6.06529], [-7.14552, -0.53797, 4.62770], [-5.72982, -1.04635, 3.70058], [-7.71432, -2.74433, 3.45974], [-5.95817, -3.10280, 3.63107], [-8.09946, -3.11219, 5.91559], [-7.06495, -4.46147, 5.30333], [-7.02289, -3.70168, 7.96847], [-7.15211, -1.92392, 8.03316], [-5.54359, -2.70688, 8.44968], [-4.85309, -13.25059, 8.45469], [-4.27504, -11.81545, 8.39022], [-2.94877, -11.75444, 7.67572], [-3.02797, -11.64404, 6.12202], [-1.76282, -12.10706, 5.37714], [-0.46636, -12.00204, 6.21143], [0.40519, -10.99687, 5.45635], [0.07885, -11.26613, 3.99220], [-1.45197, -11.32017, 4.07328], [-1.97695, -13.58326, 5.05194], [-4.82980, -13.65428, 7.43904], [-5.86201, -13.18212, 8.85473], [-4.24341, -13.95342, 9.02381], [-4.22468, -11.45429, 9.41903], [-5.05347, -11.20229, 7.92902], [-2.37795, -12.64575, 7.94263], [-2.46447, -10.85130, 8.05086], [-3.06242, -10.59016, 5.84406], [-3.87370, -12.10519, 5.61678], [-0.11475, -13.02706, 6.15723], [-0.72721, -11.53373, 7.15469], [1.43757, -11.15744, 5.75433], [0.04523, -10.00612, 5.72406], [0.43873, -12.17848, 3.51390], [0.24821, -10.47659, 3.25805], [-1.95210, -11.67352, 3.17251], [-1.85226, -10.32350, 4.26120], [-3.00151, -13.67484, 4.69888], [-1.87971, -14.23831, 5.91665], [-1.27173, -13.94061, 4.30412], [-0.24536, -14.91457, 14.63099], [1.15397, -15.20524, 14.08705], [1.43212, -14.32787, 12.83812], [1.57538, -12.85767, 13.17526], [1.80193, -11.82842, 11.69255], [0.42107, -12.02352, 10.57125], [-0.98169, -11.54615, 10.98278], [-1.10460, -10.28208, 11.79789], [-2.54900, -9.79881, 11.85405], [3.24036, -12.66077, 10.81694], [3.84245, -11.87204, 9.61206], [4.86160, -12.74425, 8.86372], [6.25835, -12.45485, 9.41479], [2.24722, -10.11364, 12.11598], [3.62284, -9.96005, 12.84210], [3.96771, -8.45991, 13.09055], [4.69145, -7.73527, 11.91952], [-1.02937, -14.94684, 13.87288], [-0.21348, -13.90809, 15.05100], [-0.58291, -15.61378, 15.39494], [1.26414, -16.23200, 13.72669], [2.01499, -15.15726, 14.75563], [0.62505, -14.42134, 12.10697], [2.34257, -14.68231, 12.35203], [2.42195, -12.67229, 13.83485], [0.57969, -12.48131, 13.43254], [0.33094, -13.05950, 10.25122], [0.70751, -11.31213, 9.78557], [-1.39918, -12.35720, 11.59263], [-1.56826, -11.49427, 10.06721], [-0.38901, -9.63600, 11.27880], [-0.77410, -10.41282, 12.83244], [-2.71418, -8.90929, 12.46353], [-3.23161, -10.56572, 12.21612], [-2.74912, -9.41802, 10.84838], [2.71456, -13.52737, 10.40944], [3.98699, -13.01493, 11.52699], [4.17343, -10.88982, 9.94854], [3.01848, -11.64994, 8.92781], [4.89060, -12.33143, 7.84994], [4.54465, -13.78176, 8.78566], [6.50937, -11.41759, 9.62687], [7.09137, -12.95862, 8.92955], [6.16029, -12.88905, 10.41951], [1.51808, -9.61948, 12.75757], [2.25064, -9.64683, 11.12539], [4.33614, -10.40003, 12.14446], [3.53833, -10.47355, 13.79843], [4.57938, -8.45514, 13.99562], [3.08802, -7.95464, 13.49716], [4.10728, -7.59311, 11.01650], [5.64325, -8.24677, 11.72510], [5.26808, -6.87230, 12.26499], [-0.78662, -9.30166, 8.56867], [0.45095, -8.73946, 8.44395], [0.67334, -8.01074, 9.49006], [1.34116, -9.05252, 7.61777], [-0.39387, -8.67750, 9.30629]],
  "relative_energy_kcal_mol": 54.4,
  "total_energy_ha": -2055.71085,
  "orbital_gap_ev": 8.4,
  "total_charge": 2,
  "mol_weight_g_mol": 605.0
}

---

{
  "formula": "C35H78F4GaN2O20S7",
  "method": "ωB97M-V with the def2-TZVPD basis set",
  "species": ["C", "C", "C", "C", "C", "Ga", "C", "C", "C", "C", "C", "O", "C", "C", "C", "S", "C", "N", "N", "C", "O", "C", "F", "F", "C", "F", "F", "H", "H", "H", "H", "H", "H", "H", "H", "H", "H", "H", "H", "H", "H", "H", "H", "H", "H", "H", "H", "H", "H", "H", "H", "H", "H", "H", "H", "H", "H", "O", "S", "O", "O", "C", "C", "C", "H", "H", "H", "H", "H", "H", "H", "H", "O", "S", "O", "O", "C", "C", "C", "H", "H", "H", "H", "H", "H", "H", "H", "O", "S", "O", "O", "C", "C", "C", "H", "H", "H", "H", "H", "H", "H", "H", "O", "S", "O", "O", "C", "C", "C", "H", "H", "H", "H", "H", "H", "H", "H", "O", "S", "O", "O", "C", "C", "C", "H", "H", "H", "H", "H", "H", "H", "H", "O", "S", "O", "O", "C", "C", "C", "H", "H", "H", "H", "H", "H", "H", "H"],
  "positions_angstrom": [[3.25679, -5.82003, -1.32466], [1.79412, -6.31882, -1.42559], [0.75038, -5.14750, -1.35868], [0.21559, -4.75972, -2.74710], [1.36546, -4.49910, -3.75914], [-1.16958, -3.22900, -2.68458], [-0.36075, -1.46870, -3.35634], [1.11660, -1.28919, -2.93382], [1.58932, 0.17347, -2.83939], [3.11422, 0.25895, -3.07740], [3.96437, -0.01680, -1.83251], [3.48110, -1.09517, -1.05060], [3.85371, -0.98973, 0.30289], [-2.73044, -3.86124, -3.84564], [-3.92009, -2.88165, -3.98247], [-5.38323, -3.67731, -3.23025], [-6.16580, -2.55312, -2.17290], [-7.17252, -2.87543, -1.43019], [-7.52202, -1.76176, -0.73080], [-6.72758, -0.81031, -1.05327], [-5.84909, -1.26522, -1.98427], [-1.64514, -2.94566, -0.68333], [-0.52048, -2.57522, 0.03615], [-2.14971, -4.09556, -0.11141], [-2.67609, -1.84036, -0.37041], [-2.79411, -0.93083, -1.38457], [-3.89170, -2.34001, -0.03312], [3.71134, -5.85961, -2.31666], [3.82476, -6.39844, -0.59514], [3.30299, -4.77677, -1.00806], [1.59887, -6.91978, -0.53191], [1.61883, -6.93658, -2.30591], [-0.09425, -5.54972, -0.79773], [1.23551, -4.31779, -0.84423], [-0.32800, -5.64321, -3.11271], [1.04004, -3.83609, -4.55950], [1.74555, -5.45552, -4.13573], [2.19714, -4.05218, -3.20902], [-0.43708, -1.47405, -4.45211], [-0.91770, -0.58518, -3.02006], [1.72718, -1.75773, -3.70907], [1.34045, -1.83976, -2.02031], [1.37812, 0.60345, -1.85731], [1.12905, 0.73249, -3.65663], [3.44563, -0.41162, -3.87287], [3.36522, 1.26756, -3.42323], [4.00583, 0.88100, -1.19677], [4.99538, -0.25895, -2.12721], [4.93845, -1.00535, 0.45103], [3.38729, -0.10041, 0.74856], [3.42114, -1.85192, 0.81200], [-2.32837, -4.04495, -4.84652], [-3.07479, -4.83077, -3.47796], [-4.15754, -2.78343, -5.04452], [-3.72613, -1.87055, -3.62562], [-6.77261, 0.19498, -0.68771], [-2.32216, -1.29428, 0.51473], [5.71404, -1.02645, 2.65123], [5.34150, -1.94767, 3.68207], [4.87918, -3.26031, 3.36149], [4.30356, -1.24632, 4.65163], [3.11984, -0.64191, 4.06410], [2.06854, -1.67347, 3.71117], [6.66250, -2.08033, 4.84216], [3.39390, -0.04375, 3.19718], [2.72765, 0.04040, 4.81306], [2.39979, -2.31372, 2.89319], [1.14478, -1.18433, 3.40342], [1.86098, -2.31795, 4.56609], [6.98430, -1.08153, 5.12401], [7.47343, -2.61602, 4.35365], [6.31354, -2.63669, 5.70805], [1.49018, -1.88022, 9.45090], [1.47922, -2.85809, 8.40620], [0.84197, -2.60202, 7.15449], [0.93059, -4.23351, 8.99265], [-0.33768, -4.21530, 9.67492], [-1.50530, -4.17409, 8.70866], [3.12920, -3.38903, 8.09793], [-0.37384, -3.38056, 10.37712], [-0.37406, -5.13295, 10.25977], [-1.54450, -3.22463, 8.17609], [-2.44492, -4.30085, 9.24746], [-1.41467, -4.96310, 7.96237], [3.60104, -3.63694, 9.04495], [3.65047, -2.56322, 7.61716], [3.10199, -4.25161, 7.43683], [-7.95686, 2.17564, -6.18371], [-8.60585, 1.69138, -5.00316], [-9.90192, 1.09374, -5.07867], [-8.64441, 2.86865, -3.92495], [-9.18795, 4.13464, -4.33230], [-10.70430, 4.12439, -4.35731], [-7.52096, 0.62410, -4.12326], [-8.77744, 4.42545, -5.30104], [-8.83610, 4.85970, -3.60000], [-11.08152, 3.47459, -5.14614], [-11.08555, 5.13120, -4.53373], [-11.10109, 3.75463, -3.41182], [-6.55361, 1.10959, -4.02424], [-7.42355, -0.29530, -4.69716], [-7.95241, 0.41168, -3.14838], [2.37853, 2.23973, 3.47927], [2.81968, 3.60008, 3.52398], [3.01676, 4.27003, 4.77202], [1.87491, 4.47275, 2.59892], [0.44547, 4.41186, 2.81499], [0.01224, 5.25561, 3.99586], [4.27903, 3.76080, 2.55180], [0.12173, 3.37716, 2.92870], [-0.00921, 4.79237, 1.90446], [0.37736, 4.84030, 4.93516], [-1.07576, 5.29973, 4.04193], [0.40859, 6.26839, 3.91122], [4.10984, 3.29191, 1.58598], [5.08239, 3.25448, 3.08289], [4.50935, 4.81696, 2.43897], [6.35303, 2.71304, -3.37867], [6.08957, 4.06835, -3.01224], [4.75879, 4.58672, -2.98845], [7.01067, 5.03805, -3.88071], [6.96721, 4.89616, -5.31320], [5.73464, 5.54278, -5.91423], [6.85084, 4.39664, -1.45842], [7.03566, 3.84223, -5.58801], [7.86312, 5.38807, -5.68849], [4.82905, 5.00974, -5.62683], [5.80023, 5.53954, -7.00276], [5.63262, 6.57125, -5.56731], [7.87978, 4.04935, -1.49118], [6.29075, 3.85207, -0.70135], [6.80552, 5.46513, -1.26443], [-2.51145, 4.23803, 1.63404], [-3.77360, 4.37079, 0.96939], [-4.97607, 3.88664, 1.56912], [-3.62337, 3.76323, -0.48355], [-3.10488, 2.40913, -0.56816], [-4.15969, 1.36864, -0.26553], [-4.01142, 6.05089, 0.49685], [-2.23909, 2.30568, 0.08708], [-2.75354, 2.28420, -1.59059], [-4.47503, 1.40497, 0.77859], [-3.75760, 0.37134, -0.46947], [-5.04420, 1.53941, -0.88026], [-3.11379, 6.40599, -0.00208], [-4.19235, 6.62281, 1.40438], [-4.87343, 6.10931, -0.16227]],
  "total_energy_ha": -8106.15342,
  "orbital_gap_ev": 6.3,
  "total_charge": -1,
  "mol_weight_g_mol": 1217.2
}